1.
Formula: C24H52CaGeNO5Si3
Source: the Open Molecules 2025 dataset
Level of theory: ωB97M-V/def2-TZVPD

Cartesian coordinates (Å):
Ca (0.834, -0.957, 0.017)
C (2.696, -1.785, -2.595)
C (2.206, -3.115, -2.085)
O (1.969, -3.036, -0.673)
C (2.907, -3.753, 0.133)
C (4.244, -3.041, 0.182)
O (4.094, -1.677, 0.560)
C (4.315, -1.380, 1.931)
C (3.027, -1.387, 2.727)
O (2.004, -0.613, 2.096)
C (2.149, 0.812, 2.207)
C (2.871, 1.417, 1.017)
O (2.222, 0.930, -0.157)
C (2.938, 1.107, -1.381)
C (2.068, 0.536, -2.478)
O (1.709, -0.821, -2.200)
H (2.778, -1.799, -3.684)
H (3.664, -1.524, -2.160)
H (2.916, -3.908, -2.316)
H (1.258, -3.364, -2.563)
H (3.023, -4.768, -0.253)
H (2.453, -3.826, 1.121)
H (4.716, -3.050, -0.803)
H (4.916, -3.571, 0.862)
H (4.789, -0.397, 1.976)
H (5.014, -2.087, 2.385)
H (3.199, -1.001, 3.734)
H (2.616, -2.391, 2.822)
H (2.677, 1.073, 3.125)
H (1.135, 1.214, 2.270)
H (3.930, 1.145, 0.987)
H (2.787, 2.505, 1.069)
H (3.902, 0.596, -1.302)
H (3.113, 2.168, -1.574)
H (2.577, 0.602, -3.441)
H (1.129, 1.084, -2.549)
C (-3.870, -1.026, -0.527)
Si (-2.868, 0.249, -1.472)
C (-4.048, 1.540, -2.174)
C (-1.920, -0.526, -2.909)
Ge (-1.376, 1.521, -0.083)
Si (-0.802, 3.629, -1.084)
C (-2.236, 4.770, -0.676)
C (-0.588, 3.514, -2.951)
C (0.777, 4.309, -0.317)
Si (-2.085, 1.788, 2.194)
C (-1.784, 0.227, 3.207)
C (-1.217, 3.242, 3.014)
C (-3.928, 2.145, 2.082)
H (-4.588, -1.489, -1.211)
H (-4.449, -0.556, 0.273)
H (-3.275, -1.829, -0.078)
H (-4.783, 1.041, -2.814)
H (-3.534, 2.285, -2.786)
H (-4.604, 2.064, -1.393)
H (-2.555, -1.223, -3.462)
H (-1.017, -1.072, -2.616)
H (-1.603, 0.249, -3.611)
H (-3.194, 4.401, -1.053)
H (-2.057, 5.748, -1.134)
H (-2.333, 4.931, 0.401)
H (-1.295, 2.831, -3.427)
H (0.422, 3.210, -3.235)
H (-0.748, 4.501, -3.394)
H (0.757, 4.277, 0.775)
H (0.906, 5.356, -0.608)
H (1.657, 3.770, -0.671)
H (-0.716, 0.005, 3.310)
H (-2.280, -0.637, 2.756)
H (-2.185, 0.347, 4.217)
H (-0.128, 3.145, 3.064)
H (-1.577, 3.333, 4.043)
H (-1.440, 4.187, 2.513)
H (-4.491, 1.308, 1.661)
H (-4.134, 3.031, 1.475)
H (-4.327, 2.335, 3.083)
C (-2.718, -4.772, 0.774)
C (-2.230, -4.499, -0.496)
C (-1.321, -3.470, -0.650)
N (-0.888, -2.713, 0.367)
C (-1.360, -2.993, 1.589)
C (-2.269, -4.006, 1.838)
H (-3.434, -5.569, 0.930)
H (-2.547, -5.070, -1.358)
H (-0.936, -3.231, -1.635)
H (-1.005, -2.371, 2.405)
H (-2.618, -4.179, 2.847)

charge = +2
Kohn-Sham gap (spin up / spin down) = 7.82 / 7.03 eV
spin multiplicity = 2
LUMO energy (spin up / spin down) = -4.7 / -6.4 eV
⟨S²⟩ = 0.753

Here are the Mulliken charges for atoms 1 to 6, given in e:
1. Ca 1.484
2. C -0.598
3. C -0.843
4. O -0.192
5. C -0.782
6. C -0.657



2.
Formula: C24H52Cl24O4PtTl
Source: the Open Molecules 2025 dataset
Level of theory: ωB97M-V/def2-TZVPD

Cartesian coordinates (Å):
Tl (-1.307, -0.645, 3.829)
Pt (1.506, -2.072, 2.496)
C (1.614, -5.515, 3.300)
C (2.448, -4.803, 2.287)
C (2.899, -5.721, 1.162)
O (1.736, -3.766, 1.696)
H (1.216, -4.760, 3.987)
H (2.258, -6.176, 3.885)
H (0.819, -6.083, 2.760)
H (3.216, -4.319, 2.878)
H (3.706, -6.383, 1.403)
H (3.314, -5.104, 0.349)
H (1.997, -6.273, 0.687)
C (-0.486, -2.033, -0.412)
C (-1.065, -2.495, 0.871)
C (-1.221, -4.029, 1.041)
O (-0.363, -1.913, 1.956)
H (-1.010, -2.561, -1.240)
H (0.591, -2.267, -0.634)
H (-0.582, -0.911, -0.600)
H (-2.028, -1.988, 0.963)
H (-0.397, -4.551, 0.660)
H (-2.066, -4.507, 0.537)
H (-1.259, -4.229, 2.102)
C (1.444, 1.964, 3.094)
C (1.302, 0.666, 2.389)
C (2.572, 0.404, 1.642)
O (1.163, -0.427, 3.354)
H (2.101, 2.529, 2.442)
H (1.882, 1.874, 4.072)
H (0.470, 2.500, 3.221)
H (0.446, 0.729, 1.686)
H (2.724, 1.195, 0.924)
H (2.479, -0.472, 0.997)
H (3.340, 0.191, 2.344)
C (2.373, -2.301, 5.821)
C (3.335, -1.898, 4.713)
C (4.723, -2.419, 5.016)
O (3.105, -2.421, 3.436)
H (1.328, -2.128, 5.604)
H (2.508, -1.607, 6.651)
H (2.442, -3.386, 6.095)
H (3.414, -0.781, 4.681)
H (5.072, -1.940, 5.932)
H (5.430, -2.244, 4.176)
H (4.603, -3.471, 5.247)
C (0.452, 3.505, -6.199)
Cl (0.098, 2.837, -4.611)
Cl (1.016, 5.090, -5.996)
H (1.265, 2.881, -6.555)
H (-0.390, 3.341, -6.863)
C (-3.834, 1.018, -4.923)
Cl (-3.960, 2.374, -6.098)
Cl (-2.374, 0.023, -5.005)
H (-3.804, 1.555, -3.958)
H (-4.732, 0.366, -5.037)
C (0.023, 6.798, -0.900)
Cl (-1.630, 7.512, -0.618)
Cl (1.362, 7.843, -0.605)
H (0.110, 5.860, -0.318)
H (0.003, 6.534, -1.916)
C (3.886, 5.557, 5.217)
Cl (3.418, 6.587, 3.873)
Cl (4.653, 4.085, 4.555)
H (4.576, 6.007, 5.923)
H (2.981, 5.326, 5.691)
C (-2.052, -5.142, -3.491)
Cl (-1.978, -5.629, -1.764)
Cl (-1.655, -3.437, -3.516)
H (-1.356, -5.768, -4.074)
H (-3.109, -5.120, -3.725)
C (-4.594, 0.027, -0.373)
Cl (-4.086, -0.513, 1.289)
Cl (-3.459, -0.626, -1.591)
H (-5.559, -0.350, -0.646)
H (-4.449, 1.106, -0.355)
C (-2.727, 4.171, 0.515)
Cl (-2.068, 3.573, -0.981)
Cl (-3.374, 2.861, 1.622)
H (-2.037, 4.705, 1.071)
H (-3.540, 4.875, 0.290)
C (2.416, -4.513, -3.741)
Cl (1.272, -5.924, -3.659)
Cl (2.792, -3.833, -2.197)
H (3.314, -4.884, -4.283)
H (1.894, -3.725, -4.277)
C (2.836, -0.833, -6.337)
Cl (1.202, -1.148, -5.798)
Cl (4.090, -1.480, -5.275)
H (2.996, -1.358, -7.311)
H (2.976, 0.257, -6.277)
C (-1.925, 7.354, 3.572)
Cl (-1.585, 5.562, 3.671)
Cl (-0.594, 8.272, 4.068)
H (-2.176, 7.479, 2.553)
H (-2.775, 7.561, 4.155)
C (-4.242, -3.073, -6.447)
Cl (-5.058, -4.035, -5.170)
Cl (-2.730, -3.801, -6.896)
H (-4.972, -3.040, -7.276)
H (-4.087, -2.077, -6.128)
C (-5.261, 6.927, -1.290)
Cl (-4.836, 5.514, -2.253)
Cl (-5.879, 6.487, 0.300)
H (-4.408, 7.570, -1.354)
H (-6.125, 7.456, -1.775)

charge = +1
Kohn-Sham gap (spin up / spin down) = 9.42 / 6.91 eV
spin multiplicity = 3
LUMO energy (spin up / spin down) = -2.8 / -5.2 eV
⟨S²⟩ = 2.012

Here are the Mulliken charges for atoms 1 to 6, given in e:
1. Tl 1.015
2. Pt 0.284
3. C -1.236
4. C 1.029
5. C -1.168
6. O -0.023



3.
Formula: C24H52ClFN3O10S3
Source: the Open Molecules 2025 dataset
Level of theory: ωB97M-V/def2-TZVPD

Cartesian coordinates (Å):
C (6.028, 0.508, 2.604)
C (7.062, -0.695, 2.966)
C (6.335, -2.115, 2.735)
N (6.498, -2.646, 1.307)
C (5.115, -2.880, 0.838)
N (4.550, -4.176, 1.196)
C (3.205, -4.104, 0.648)
C (2.255, -5.363, 0.899)
C (2.623, -6.673, 0.050)
F (2.384, -5.729, 2.306)
N (2.938, -2.842, -0.021)
C (1.658, -2.438, -0.677)
C (0.646, -1.617, 0.273)
C (-0.780, -2.417, 0.260)
C (-1.791, -1.755, 1.322)
C (-2.195, -2.734, 2.532)
C (-1.075, -2.665, 3.722)
O (-0.377, -3.937, 3.685)
C (0.667, -3.929, 4.694)
C (4.131, -2.003, 0.043)
Cl (4.472, -0.339, -0.572)
H (6.115, 1.381, 3.340)
H (6.303, 0.857, 1.538)
H (4.934, 0.177, 2.581)
H (7.343, -0.645, 4.079)
H (7.994, -0.681, 2.305)
H (6.662, -2.933, 3.481)
H (5.210, -1.939, 2.937)
H (6.922, -3.586, 1.460)
H (4.996, -4.945, 1.723)
H (1.167, -5.006, 0.750)
H (1.749, -6.862, -0.672)
H (2.689, -7.568, 0.782)
H (3.596, -6.608, -0.544)
H (1.120, -3.414, -0.971)
H (1.786, -1.839, -1.644)
H (1.042, -1.456, 1.335)
H (0.438, -0.613, -0.241)
H (-0.557, -3.529, 0.439)
H (-1.245, -2.353, -0.799)
H (-2.741, -1.403, 0.792)
H (-1.274, -0.836, 1.764)
H (-2.339, -3.811, 2.141)
H (-3.201, -2.387, 2.984)
H (-1.627, -2.477, 4.709)
H (-0.344, -1.832, 3.423)
H (1.074, -2.877, 4.934)
H (0.289, -4.481, 5.640)
H (1.572, -4.544, 4.315)
O (-3.857, 2.179, 5.381)
S (-3.851, 0.740, 5.368)
O (-3.898, -0.015, 4.143)
O (-5.013, 0.201, 6.356)
C (-6.346, 0.672, 6.162)
C (-7.024, -0.033, 5.003)
C (-2.472, 0.172, 6.322)
H (-6.358, 1.758, 6.026)
H (-6.894, 0.457, 7.082)
H (-6.560, 0.239, 4.052)
H (-8.081, 0.237, 4.952)
H (-6.938, -1.118, 5.105)
H (-2.462, 0.696, 7.277)
H (-1.562, 0.394, 5.762)
H (-2.564, -0.904, 6.470)
O (0.874, -0.035, -4.073)
S (1.114, 1.124, -3.252)
O (0.369, 1.368, -2.043)
O (1.052, 2.447, -4.177)
C (-0.109, 2.666, -4.981)
C (-1.263, 3.205, -4.160)
C (2.841, 1.201, -2.871)
H (-0.393, 1.751, -5.510)
H (0.166, 3.403, -5.739)
H (-1.629, 2.454, -3.456)
H (-2.094, 3.495, -4.806)
H (-0.950, 4.072, -3.573)
H (3.413, 1.074, -3.790)
H (3.062, 0.392, -2.174)
H (3.059, 2.164, -2.407)
O (-2.153, 5.641, -6.021)
S (-3.168, 6.630, -6.285)
O (-4.565, 6.363, -6.062)
O (-2.980, 7.188, -7.792)
C (-2.936, 6.250, -8.866)
C (-4.324, 5.762, -9.236)
C (-2.739, 8.126, -5.441)
H (-2.274, 5.414, -8.625)
H (-2.500, 6.771, -9.722)
H (-4.752, 5.152, -8.437)
H (-4.289, 5.154, -10.143)
H (-5.001, 6.604, -9.398)
H (-1.697, 8.365, -5.654)
H (-2.876, 7.960, -4.373)
H (-3.398, 8.925, -5.781)

charge = +1
Kohn-Sham gap = 8.48 eV
LUMO energy = -3.5 eV
energy relative to the best compared isomer or geometry (same formula, charge and spin) = 3.235 eV

Here are the Mulliken charges for atoms 1 to 6, given in e:
1. C -0.728
2. C -0.502
3. C -0.299
4. N -0.367
5. C -0.216
6. N -0.042



4.
Formula: C24H52FInO9PS2
Source: the Open Molecules 2025 dataset
Level of theory: ωB97M-V/def2-TZVPD

Cartesian coordinates (Å):
C (2.921, -6.174, 1.110)
C (2.700, -4.821, 1.764)
F (1.626, -4.903, 2.669)
C (2.364, -3.756, 0.740)
In (0.559, -4.120, -0.520)
S (1.121, -5.852, -2.238)
P (-1.566, -4.656, 0.785)
O (-2.541, -5.602, -0.166)
O (-1.387, -5.580, 2.125)
S (-2.551, -3.000, 1.112)
H (3.182, -6.041, 0.073)
H (2.025, -6.771, 1.198)
H (3.752, -6.678, 1.591)
H (3.561, -4.530, 2.360)
H (2.324, -2.798, 1.248)
H (3.234, -3.698, 0.089)
H (0.238, -2.642, -1.405)
H (1.482, -6.962, -1.579)
H (-1.967, -6.333, -0.460)
H (-2.046, -6.296, 2.107)
C (-0.580, 1.205, 3.225)
C (-0.050, 0.959, 1.834)
O (1.130, 0.764, 1.637)
C (-1.051, 0.970, 0.713)
H (0.240, 1.171, 3.939)
H (-1.057, 2.186, 3.274)
H (-1.310, 0.436, 3.483)
H (-1.548, 1.938, 0.662)
H (-1.795, 0.192, 0.863)
H (-0.532, 0.783, -0.225)
C (4.615, 4.045, 1.400)
C (3.697, 3.965, 0.207)
O (3.997, 4.480, -0.851)
C (2.405, 3.223, 0.398)
H (5.509, 4.606, 1.132)
H (4.105, 4.556, 2.220)
H (4.905, 3.044, 1.722)
H (1.817, 3.697, 1.186)
H (2.599, 2.188, 0.671)
H (1.837, 3.241, -0.531)
C (-0.988, 0.691, -4.796)
C (-0.192, -0.039, -3.735)
O (-0.523, -1.124, -3.328)
C (1.032, 0.662, -3.199)
H (-1.840, 0.082, -5.089)
H (-1.348, 1.643, -4.403)
H (-0.361, 0.877, -5.670)
H (0.745, 1.612, -2.742)
H (1.745, 0.847, -3.996)
H (1.496, 0.031, -2.443)
C (-6.570, -7.241, 2.846)
C (-5.422, -7.193, 1.864)
O (-4.389, -7.782, 2.084)
C (-5.628, -6.379, 0.612)
H (-6.294, -7.855, 3.699)
H (-6.805, -6.233, 3.193)
H (-7.453, -7.670, 2.368)
H (-5.821, -5.338, 0.875)
H (-6.473, -6.776, 0.044)
H (-4.731, -6.422, 0.002)
C (1.576, 8.003, 1.212)
C (2.522, 7.373, 2.205)
O (2.219, 6.379, 2.821)
C (3.864, 8.038, 2.389)
H (0.654, 7.429, 1.175)
H (1.347, 9.027, 1.512)
H (2.030, 8.012, 0.220)
H (3.730, 9.063, 2.738)
H (4.408, 8.049, 1.444)
H (4.444, 7.486, 3.126)
C (-6.170, 0.901, -0.701)
C (-4.918, 0.512, 0.054)
O (-3.937, 1.220, 0.048)
C (-4.944, -0.801, 0.789)
H (-6.016, 1.860, -1.191)
H (-6.399, 0.148, -1.456)
H (-7.011, 0.985, -0.010)
H (-5.095, -1.613, 0.078)
H (-5.750, -0.808, 1.526)
H (-4.004, -0.957, 1.299)
C (2.942, 4.227, -3.062)
C (3.590, 3.310, -4.070)
O (2.934, 2.581, -4.778)
C (5.097, 3.341, -4.152)
H (1.863, 4.107, -3.106)
H (3.285, 3.991, -2.054)
H (3.194, 5.265, -3.286)
H (5.529, 3.062, -3.190)
H (5.436, 4.343, -4.419)
H (5.433, 2.638, -4.910)

charge = -1
Kohn-Sham gap = 6.51 eV
LUMO energy = 1.8 eV

Here are the Mulliken charges for atoms 1 to 6, given in e:
1. C -1.109
2. C 0.473
3. F -0.324
4. C -1.308
5. In 0.708
6. S -0.549



5.
Formula: C24H52N5O2
Source: the Open Molecules 2025 dataset
Level of theory: ωB97M-V/def2-TZVPD

Cartesian coordinates (Å):
C (4.117, 0.540, 0.044)
C (5.125, 0.157, -1.060)
C (5.882, -1.154, -0.772)
C (7.395, -1.034, -0.725)
C (8.013, -2.420, -0.581)
N (7.859, -0.255, 0.443)
C (7.473, 1.004, 0.786)
N (6.676, 1.205, 1.870)
N (7.818, 2.118, 0.044)
H (3.105, 0.435, -0.328)
H (4.283, 1.560, 0.374)
H (4.194, -0.091, 0.927)
H (5.858, 0.960, -1.141)
H (4.600, 0.086, -2.002)
H (5.542, -1.643, 0.137)
H (5.681, -1.852, -1.580)
H (7.763, -0.622, -1.666)
H (7.619, -3.085, -1.337)
H (7.699, -2.828, 0.378)
H (9.097, -2.390, -0.601)
H (8.576, -0.658, 1.022)
H (7.105, 1.658, 2.678)
H (6.276, 0.320, 2.166)
H (8.106, 1.820, -0.883)
H (8.622, 2.597, 0.450)
C (-0.878, 1.642, -4.988)
C (-0.617, 0.526, -3.960)
C (-1.935, -0.151, -3.588)
C (-2.838, 0.735, -2.731)
C (-2.097, 1.220, -1.485)
C (-0.749, 1.876, -1.786)
N (0.064, 1.062, -2.742)
O (0.682, 0.115, -2.117)
C (-0.964, 3.299, -2.334)
C (0.018, 2.054, -0.485)
C (0.297, -0.470, -4.662)
H (-1.110, 1.200, -5.956)
H (-1.723, 2.280, -4.741)
H (0.003, 2.272, -5.114)
H (-1.725, -1.076, -3.041)
H (-2.455, -0.444, -4.502)
H (-3.211, 1.583, -3.311)
H (-3.719, 0.167, -2.427)
H (-2.724, 1.924, -0.936)
H (-1.942, 0.365, -0.822)
H (-0.022, 3.727, -2.679)
H (-1.351, 3.942, -1.545)
H (-1.682, 3.353, -3.147)
H (0.129, 1.115, 0.056)
H (-0.513, 2.741, 0.172)
H (1.012, 2.462, -0.677)
H (1.258, -0.014, -4.907)
H (-0.172, -0.792, -5.591)
H (0.479, -1.358, -4.061)
C (-4.179, -1.446, 4.990)
C (-4.408, -0.315, 3.970)
C (-5.906, -0.068, 3.799)
C (-6.612, -1.193, 3.043)
C (-5.936, -1.446, 1.695)
C (-4.424, -1.666, 1.793)
N (-3.771, -0.635, 2.656)
O (-3.564, 0.447, 1.982)
C (-4.129, -3.082, 2.320)
C (-3.822, -1.615, 0.396)
C (-3.747, 0.919, 4.572)
H (-4.397, -1.082, 5.993)
H (-4.819, -2.311, 4.840)
H (-3.141, -1.779, 4.976)
H (-6.059, 0.871, 3.258)
H (-6.360, 0.064, 4.783)
H (-6.630, -2.109, 3.640)
H (-7.655, -0.920, 2.877)
H (-6.387, -2.314, 1.210)
H (-6.132, -0.589, 1.043)
H (-3.065, -3.204, 2.524)
H (-4.409, -3.820, 1.569)
H (-4.682, -3.341, 3.219)
H (-4.070, -0.691, -0.122)
H (-4.209, -2.438, -0.204)
H (-2.735, -1.706, 0.433)
H (-2.669, 0.776, 4.670)
H (-4.158, 1.097, 5.564)
H (-3.922, 1.812, 3.978)

charge = +1
Kohn-Sham gap (spin up / spin down) = 4.83 / 5.80 eV
spin multiplicity = 3
LUMO energy (spin up / spin down) = -4.9 / -4.9 eV
⟨S²⟩ = 2.008

Here are the Mulliken charges for atoms 1 to 6, given in e:
1. C -1.102
2. C -0.331
3. C -0.973
4. C 0.523
5. C -1.759
6. N -0.065



no.,DFT total energy (a.u.)
1,-4999.2938
2,-12582.5939
3,-3616.4671
4,-3050.6385
5,-1369.5297